(1)
DFT (ωB97M-V/def2-TZVPD) results for a cluster of 2 separate species, C4H4N2 in total at a distorted geometry.

The calculation puts the orbital gap at 10.922 eV. The calculation puts the electronic energy at -264.23817 a.u. For the energy above the lowest of the compared OMol25 structures with the same formula, charge and spin, the calculation gives 55.4 kcal per mole. Its HOMO energy is -10.1 eV. As for the net charge: 0. As for the molar mass: 80.090 g/mol.

```
10
C4H4N2, DFT ωB97M-V/def2-TZVPD
C -1.1560 -0.4342 1.4796
N -1.6148 -0.8313 2.4817
C 1.2234 -0.3157 -0.4610
C 0.3194 0.6033 -0.8040
H -0.5142 0.8248 -0.1446
H -1.8203 -1.2391 3.3643
H 2.0823 -0.5451 -1.0861
H 1.1304 -0.8487 0.4864
C 0.2692 1.1890 -2.1232
N 0.0806 1.5972 -3.1931
```

***

(2)
DFT (ωB97M-V/def2-TZVPD) results for the molecule C5H5N at a distorted geometry.

The calculation puts the orbital gap (alpha / beta) at 9.146 / 6.118 eV. The calculation puts the electronic energy at -247.95944 a.u. For the energy above the lowest of the compared OMol25 structures with the same formula, charge and spin, the calculation gives 198.0 kcal per mole. Its HOMO energy (alpha / beta) is -10.2 / -8.8 eV. As for the net charge: 0. As for the molar mass: 79.102 g/mol.

```
11
C5H5N, DFT ωB97M-V/def2-TZVPD
C 1.0578 -0.5145 -0.9441
H 1.4394 0.0984 -1.9118
H -0.8974 0.5330 -1.0960
H -0.3674 -0.3001 1.8093
H 1.9302 -0.6223 -0.3627
C 1.1000 -3.1365 -1.7056
C -0.1163 0.0867 -0.4184
H -2.1170 1.2049 1.7701
N -1.8154 0.8778 0.8673
C -0.7728 0.1468 0.8856
C 1.2398 -1.9627 -1.7370
```

***

(3)
DFT (ωB97M-V/def2-TZVPD) results for a cluster of 3 separate species, C25H56N5O13P2 in total at a distorted geometry.

The calculation puts the orbital gap at 4.284 eV. The calculation puts the electronic energy at -2920.45636 a.u. Its HOMO energy is -4.5 eV. As for the net charge: -1. As for the molar mass: 696.693 g/mol.

```
101
C25H56N5O13P2, DFT ωB97M-V/def2-TZVPD
H 0.8221 2.4347 -1.9377
H -1.6892 -0.9326 4.8542
H -2.1735 1.4960 7.6748
O -1.0955 -3.8207 4.7371
C -0.6094 -1.2679 3.0817
N -0.6973 -0.7341 4.5251
H -1.5018 -3.3734 -0.2533
C 6.5095 -1.3361 -6.6982
C 7.3591 2.0202 -6.2755
C -1.5595 3.2370 6.5153
O 3.2589 -4.3226 0.5948
C 1.7588 0.1120 -6.7536
N -1.5170 -3.7879 0.7043
O -3.9783 3.2195 7.5813
H 1.2368 -2.3413 3.8001
H 5.8341 3.2268 -7.1693
C 0.2562 -5.4075 0.1849
H -2.6017 0.9419 -1.7618
C -2.4070 2.0548 -2.0693
H -0.0025 -8.0219 -0.5074
H 6.0627 -2.5091 -4.9427
H 0.8235 -6.2106 0.8524
H -8.1652 1.5524 6.4648
H -1.8345 -6.4571 0.2862
H -0.9162 3.2058 -3.3542
H -1.2433 2.1518 -5.1204
H -7.1525 5.8239 4.3015
C -0.4063 -3.8017 3.5913
C -1.0264 -6.1591 -0.5059
H -1.7498 4.0511 7.2218
H -2.1281 2.7189 -1.1462
O -1.4186 1.4271 -4.4215
H 1.1660 1.5407 -8.2597
H -0.5275 2.0686 8.0163
C 6.6968 -1.6640 -5.2321
H -0.0745 -7.2089 -2.0434
O -4.4036 3.8655 4.3955
C 1.6112 -0.8433 0.3876
C 0.4468 -2.5154 2.9543
H -0.0981 -1.2951 5.1691
H -0.3522 -0.3658 2.3505
H 1.6619 -0.0476 -5.6750
N 0.0872 0.3417 -1.4451
C -0.1204 -4.1616 1.1823
C -6.1844 5.5094 4.6987
H 0.7161 1.3620 0.3724
H 1.1614 -0.6665 -7.2445
H 0.9566 1.0855 -3.3013
H -0.6831 3.5290 5.9232
O -2.6447 3.0765 5.6162
O 5.1876 1.3053 -7.0613
O 3.1024 -0.0545 -7.1763
H -3.3255 2.5704 -2.6110
O 0.6145 -1.9246 0.4202
H -7.3904 1.6782 4.8706
P 4.3497 0.2270 -6.1122
C -1.1039 2.0551 -3.0975
H -0.8265 -5.6334 2.6517
H 2.6395 -1.1539 -0.1332
C 5.9011 2.3823 -6.4760
H 7.1851 -0.5456 -7.0244
H -1.4632 -5.4943 -1.3861
H -1.7328 -1.5652 2.8089
H 1.8159 -0.5471 1.5252
H -5.9496 1.9803 7.5587
H 7.7390 -1.9220 -5.0287
C 0.2809 1.4989 -2.4189
H 1.9210 2.2832 -6.8640
H 1.0076 -5.1080 -0.6667
N -0.6033 -7.4780 -1.1821
O 3.6081 1.3153 -5.2978
H 6.7636 -2.2199 -7.2930
O -4.9246 2.0776 5.7359
H 7.4602 1.2263 -5.5306
H -6.3670 3.4967 3.9130
H -5.4877 6.3523 4.6345
H -5.9319 0.5235 6.5679
H -6.3068 5.2731 5.7600
C -1.2726 1.9266 7.2286
C 1.2448 1.4797 -7.1698
P -4.1792 3.5246 6.0766
C -5.6550 4.3218 3.9231
O 3.4312 -2.8522 2.4847
H 7.9318 2.8848 -5.9285
C 2.5906 -3.3769 1.5497
O 5.1783 -0.9889 -7.0221
C 0.9854 -2.9603 1.4412
H -0.8935 1.1834 6.5202
C -6.0047 1.6152 6.5304
H 6.4191 -0.8199 -4.5936
H -5.5145 4.6168 2.8778
H 2.0893 0.9866 -0.8940
H 5.4628 2.7040 -5.5282
H 0.2584 1.6715 -6.7382
H -7.4655 3.0875 5.9311
C -7.3342 2.0022 5.9144
H 0.3167 -0.5341 -1.9933
C 1.1234 0.5323 -0.3598
H -2.0299 -3.1980 1.3955
H 7.8034 1.6579 -7.2076
N -0.1127 -4.8646 2.5558
```

***

(4)
DFT (ωB97M-V/def2-TZVPD) results for a structure of composition C22H17FeIN5 at a distorted geometry.

The calculation puts the orbital gap (alpha / beta) at 6.653 / 5.954 eV. The calculation puts the electronic energy at -2683.16346 a.u. Its HOMO energy (alpha / beta) is -14.2 / -14.6 eV. As for the net charge: +2. As for the spin multiplicity: 6. As for the molar mass: 534.162 g/mol.

```
46
C22H17FeIN5, DFT ωB97M-V/def2-TZVPD
N 3.3083 -0.5024 0.6958
C 2.8910 1.4168 -2.3005
C -2.4834 1.9520 -3.6795
H -1.4521 -2.2269 3.0133
C 1.5829 -1.2923 1.9445
N 2.5737 0.7000 -1.2446
H -1.7756 0.0421 3.5533
C 5.1987 1.0541 -2.0244
C -1.1599 0.2219 -2.7826
H -4.1510 0.4573 3.8559
H 2.4351 -3.6172 4.1564
H 2.0772 1.8143 -2.9047
C -1.8528 2.8144 -2.7815
C 0.4036 -3.0047 3.6885
H -2.2015 3.8699 -2.7622
C 4.9304 0.4196 -0.8426
H 4.3887 2.1137 -3.7211
H -5.7304 0.0071 1.8979
C 0.1739 -1.2408 2.0293
C -4.1427 -0.3667 0.5332
N -0.5502 -0.4335 1.1459
C -2.4432 -0.0334 2.7243
C 3.5825 0.2345 -0.5000
H -0.5018 2.9307 -1.1071
H -2.4183 -0.6499 -0.6672
C -3.8142 0.1103 2.8869
H -0.0770 -3.6971 4.3322
C -0.9316 2.3352 -1.8827
C 1.7861 -2.9396 3.6525
N -0.5815 1.0403 -1.9330
C 4.1728 1.5826 -2.7757
N 2.0759 -0.5439 0.8738
C -2.7686 -0.4456 0.3342
C -4.6407 -0.0599 1.7802
H -0.8246 -0.8065 -2.7151
C -0.3784 -2.1360 2.9514
H 3.4692 -2.0839 2.6273
H -3.2410 2.3001 -4.3795
C -2.1103 0.6453 -3.6664
H -4.7960 -0.6121 -0.2992
H 6.2093 1.1954 -2.3497
Fe 0.6459 0.3299 -0.4117
C 2.3838 -2.0908 2.7412
H 5.7256 0.1279 -0.1636
C -1.8937 -0.2870 1.4044
I -3.0940 -0.6454 -4.9278
```

***

(5)
DFT (ωB97M-V/def2-TZVPD) results for a structure of composition C9H12ClO9 at a distorted geometry.

The calculation puts the orbital gap at 8.246 eV. The calculation puts the electronic energy at -1487.53148 a.u. Its HOMO energy is -5.3 eV. As for the net charge: -1. As for the molar mass: 299.639 g/mol.

```
31
C9H12ClO9, DFT ωB97M-V/def2-TZVPD
C 18.0268 -9.5782 2.8879
O 12.5995 -9.8825 6.6447
H 18.5730 -7.0452 7.0235
C 19.3508 -9.0901 2.4390
C 17.3073 -8.8283 7.4258
O 12.9111 -10.1081 4.4954
C 12.0825 -10.3835 5.4982
C 13.7633 -9.1788 6.4203
O 17.9744 -10.8911 2.3401
O 19.6956 -9.8783 1.3400
H 18.3501 -8.1299 5.6288
H 13.6925 -8.1200 6.6697
H 14.5614 -9.6512 6.9928
H 17.8138 -9.4277 3.9463
H 20.1548 -9.2025 3.1664
H 13.8526 -8.2780 4.4909
O 19.5817 -8.8530 7.0177
O 19.1347 -11.9624 0.5657
H 17.2445 -8.9683 2.4361
H 16.4067 -9.0366 6.8483
C 19.2498 -10.0852 7.5076
Cl 16.4678 -8.7685 4.7869
C 18.9051 -10.9959 1.3402
H 14.8895 -9.8112 4.7761
O 19.9591 -11.0369 7.6496
O 11.0346 -10.9797 5.3609
C 18.4544 -8.0832 6.7128
O 17.9063 -10.1274 7.6370
H 17.0069 -8.3577 8.3620
H 19.2817 -8.0472 2.1299
C 13.9556 -9.2705 4.9296
```

***

(6)
DFT (ωB97M-V/def2-TZVPD) results for a cluster of 2 separate species, C4H13N2S2 in total at a distorted geometry.

The calculation puts the orbital gap at 9.746 eV. The calculation puts the electronic energy at -1065.82265 a.u. For the energy above the lowest of the compared OMol25 structures with the same formula, charge and spin, the calculation gives 31.5 kcal per mole. Its HOMO energy is -12.7 eV. As for the net charge: +1. As for the molar mass: 153.296 g/mol.

```
21
C4H13N2S2, DFT ωB97M-V/def2-TZVPD
N 1.7851 -0.6159 0.0110
H 2.2780 -1.9022 -1.7144
S 0.3987 1.7410 1.7018
S 0.1533 2.0775 -0.2967
H 1.1922 -0.7515 0.8342
C -1.0259 0.5965 2.0904
C 0.3442 -2.3452 -0.8725
N -0.1508 -3.3313 -1.7340
H 1.5746 0.3266 -0.3921
H -2.0852 2.8694 0.1757
H -1.3543 3.6116 -1.3483
H 0.1555 -3.2223 -2.6806
C -1.1866 3.3376 -0.2817
H -0.9336 4.2477 0.3145
H -1.0138 -0.2866 1.4287
H 2.7613 -0.6546 0.2874
H -0.9112 0.2109 3.1202
C 1.4906 -1.6786 -0.9812
H -1.9481 1.1828 2.1429
H -0.3274 -2.0451 -0.0715
H -1.1966 -3.3684 -1.7339
```

***

(7)
DFT (ωB97M-V/def2-TZVPD) results for the molecule CH5Cl3Si2 at a distorted geometry.

As for the SMILES: C[Si](Cl)(Cl)[SiH2]Cl. The calculation puts the orbital gap at 10.614 eV. The calculation puts the electronic energy at -2000.81301 a.u. For the energy above the lowest of the compared OMol25 structures with the same formula, charge and spin, the calculation gives 0.0 kcal per mole. Its HOMO energy is -10.2 eV. As for the net charge: 0. As for the molar mass: 179.582 g/mol.

```
11
CH5Cl3Si2, DFT ωB97M-V/def2-TZVPD
H 1.3729 -0.3849 2.3339
H -0.4970 -1.6729 1.6750
Cl -1.1243 0.5911 3.2164
C 0.2391 -0.5112 -1.6583
H 1.3029 -0.6509 -1.8402
Si 0.0070 -0.3042 1.8183
Cl -1.9767 1.4784 -0.6024
Si -0.0873 0.7692 -0.2791
H -0.1805 -1.4820 -1.4047
H -0.2085 -0.1979 -2.5995
Cl 1.1524 2.3652 -0.6594
```

***

(8)
DFT (ωB97M-V/def2-TZVPD) results for a cluster of 11 separate species, C41H106N8O11 in total at a distorted geometry.

As for the SMILES: COC[C@H](C)N.COC[C@H](C)N.COC[C@H](C)N.COC[C@H](C)N.COC[C@H](C)N.COC[C@H](C)N.COC[C@H](C)N.COC[C@H](C)N.CC(C)=O.CC(C)=O.CC(C)=O. The calculation puts the orbital gap at 8.789 eV. The calculation puts the electronic energy at -2891.13872 a.u. Its HOMO energy is -8.4 eV. As for the net charge: 0. As for the molar mass: 887.344 g/mol.

```
166
C41H106N8O11, DFT ωB97M-V/def2-TZVPD
H 18.4672 21.7927 9.9654
H 17.2796 15.9630 5.9450
C 13.9625 16.3321 12.3766
C 15.3126 10.5846 14.8382
O 10.8922 14.4808 12.3564
H 9.5440 19.8814 6.5425
H 15.2592 15.1622 13.5526
C 16.7242 14.0082 11.6035
C 20.7444 12.8127 15.0135
H 10.6348 19.9506 11.7661
C 16.6904 15.8123 8.0672
N 16.8991 12.3595 7.9276
H 13.8310 16.6115 16.2115
C 16.5474 18.9225 16.2035
H 17.4208 18.5952 16.7675
H 10.7089 11.3701 12.8536
H 13.4228 18.6716 15.4206
H 15.8791 23.1199 9.2099
H 9.5907 12.8143 10.0394
C 12.5986 19.3848 15.4295
C 15.2653 15.4606 16.7326
H 15.0571 17.8997 13.5795
O 16.9506 21.5768 11.2050
O 14.3019 13.1266 8.8389
H 15.0487 14.8993 8.5625
H 17.2665 14.0067 12.5490
H 13.7677 12.0797 14.7114
O 15.5919 17.8967 16.4434
H 15.1360 13.3086 16.9304
H 19.6897 11.0602 16.8099
H 17.1805 14.8740 8.3271
C 11.9989 17.3390 8.4050
C 19.4100 12.1170 14.9434
H 24.7044 15.9506 13.4466
H 9.0344 14.2902 10.7953
H 14.3044 18.5077 12.1942
H 11.6835 11.6248 11.3454
H 20.8292 13.5662 14.2304
H 14.4844 11.0412 8.4871
O 15.6160 10.8567 15.9884
H 11.1450 18.0350 6.5276
H 19.2162 24.5930 11.1650
C 23.2329 14.6966 11.4614
H 18.5133 10.3881 15.6419
H 13.4866 18.8900 7.8575
O 18.7660 12.0877 13.8886
H 17.4540 19.6558 10.3665
C 10.5398 13.3537 11.9465
C 17.5541 23.7775 10.4832
H 22.8230 14.8476 8.8668
H 12.5122 17.2689 13.5183
H 13.5999 18.1841 9.4486
H 16.1693 19.8270 16.6800
H 16.8838 9.5457 13.9955
C 18.8756 11.2958 16.1245
H 16.6987 19.1434 15.1469
H 20.4486 13.9272 12.0595
H 16.8171 14.0770 16.7878
N 12.7843 16.3352 7.7354
C 9.3700 13.2741 11.0028
H 17.0902 16.4173 16.8092
H 13.1693 13.7693 10.4467
N 18.7169 24.6070 10.2871
H 18.4790 25.5788 10.1492
H 15.6782 16.6270 6.2741
H 17.2022 10.6341 6.0271
C 20.9209 13.6606 11.1140
O 18.8940 16.8499 8.2113
H 15.7585 12.7718 6.3894
H 10.1963 16.7511 7.3990
C 21.9120 14.6193 10.5906
H 15.1597 15.5965 17.8089
C 15.8326 9.3433 14.2005
C 13.3798 12.8812 9.8507
H 12.4017 12.6288 9.4414
H 15.6616 15.7052 9.8303
H 15.8784 13.8448 15.3616
C 19.7528 17.6693 8.9369
H 13.0823 16.6757 6.8324
H 16.1516 19.7044 11.4869
N 22.1723 14.1555 9.2097
C 15.7878 14.0264 16.4325
H 16.2719 13.0255 11.4696
C 16.3768 15.8344 6.5420
N 13.9057 15.6054 16.1635
C 12.2300 19.8744 14.0283
N 12.9231 16.3498 13.4376
H 17.4486 16.8917 9.6595
H 17.0109 11.5571 8.5307
H 12.1434 15.7843 13.1337
H 24.5061 14.2102 13.9429
O 10.0079 18.6354 8.0814
H 18.0725 11.7152 16.7305
H 23.6698 13.6985 11.4280
H 13.0634 20.3557 13.5165
H 13.6525 11.9531 7.3525
H 21.4986 12.0329 14.9086
H 13.5597 16.2812 11.3651
C 10.8015 17.6531 7.4890
C 12.8910 18.5351 8.6987
H 11.0894 18.2366 11.4535
H 11.3656 20.5283 14.1432
H 13.6598 21.0158 15.9369
H 8.5489 12.8046 11.5445
H 15.7816 8.5263 14.9202
H 23.5719 15.3941 14.6571
H 13.9891 15.5218 15.1604
H 8.6175 18.4328 6.5606
H 16.4200 16.5569 15.1745
H 15.4413 10.2761 5.9363
H 12.3556 19.4209 9.0405
C 18.0876 22.3181 10.8418
H 13.6144 12.1089 10.5833
H 17.7240 19.7849 12.1286
H 21.5343 15.6417 10.6021
H 15.0932 12.3408 13.7402
O 15.7459 15.0179 11.5411
H 12.3300 19.4546 11.3638
C 17.1300 20.1414 11.2870
H 17.3505 23.5487 8.4098
H 14.1217 14.2093 12.5817
H 8.2348 19.7164 7.7572
O 22.9229 15.0277 12.7975
H 19.7741 17.3950 9.9916
H 20.8708 13.3497 15.9536
H 12.2007 12.4280 12.7809
H 15.7049 17.5882 11.9380
C 14.7767 15.0806 12.5786
H 21.3606 12.6689 11.0080
H 20.1103 13.6494 10.3854
H 21.3782 14.0696 8.5916
H 15.3512 9.0959 13.2544
C 11.3917 18.6923 16.1382
H 17.4176 14.1813 10.7805
H 13.6898 16.1514 8.1435
C 9.0283 19.1989 7.2181
H 13.4189 19.8890 17.0389
H 16.4616 9.8475 7.2824
H 11.6418 16.9891 9.3736
H 11.1448 17.7502 15.6488
H 16.3783 13.0336 8.4703
H 16.2617 24.8332 8.9920
N 15.4395 15.7856 8.8483
C 11.3089 12.0671 12.2685
C 16.1785 16.5885 16.2369
C 16.6847 23.8542 9.2170
H 17.0344 17.9224 8.4319
N 12.9365 20.4397 16.3431
C 17.5106 16.9522 8.5729
C 14.4295 11.5305 14.0418
H 18.9067 22.3095 11.5609
H 16.9499 24.1643 11.3038
C 14.5364 12.0088 7.9879
H 11.6744 18.3571 17.1361
C 16.2539 10.6410 6.5645
H 20.8125 17.6878 8.6825
H 10.4980 19.3114 16.2157
H 15.8570 14.9274 6.2335
C 24.0094 15.1469 13.6899
C 11.4065 19.1890 11.8784
H 24.0118 15.3132 11.0127
C 14.8086 17.6124 12.5579
O 11.7835 18.7711 13.2088
H 19.5959 18.7425 8.8278
H 13.7866 11.0728 13.2899
C 15.8035 12.0055 7.1633
```

***

Which of these has the highest net charge? C22H17FeIN5